C18H68N8O16 | the ωB97M-V functional and the def2-TZVPD basis

Positions of all 110 atoms, in Å:
H 0.81808 4.71413 3.37341
O -4.09792 1.13513 0.21241
H 0.81108 2.49613 2.01941
H 1.22308 4.52913 1.07741
H -5.17392 0.42313 1.73041
O 0.96008 1.34613 3.71441
H 2.37208 -4.47787 1.02941
H 4.82408 1.40513 -3.60159
H -0.77692 -2.48987 -1.65359
H -0.57492 3.98413 -0.93559
H -3.35192 -1.83987 -0.53259
H 2.30608 2.67513 2.75241
H -1.01692 -0.26887 1.81941
H -0.98092 -0.70987 -6.00959
O 1.37908 0.77213 0.17741
H -1.64592 -0.15787 -0.61759
H 1.45808 3.51813 -0.31159
O -2.90692 1.93813 3.55441
H -0.81692 -5.52987 1.87241
H 1.39408 5.28513 -0.40559
H 5.17008 3.29613 1.42141
H 2.55508 -1.74187 -0.47159
H 0.12208 0.98613 3.43341
H -0.37792 3.74413 3.95841
H -2.08492 -3.60887 -1.57059
H 3.73608 3.16413 -0.86359
O 5.32408 2.94113 0.50541
H 2.52508 -0.85587 -2.25959
C -4.62092 -0.03387 -3.11959
H -1.82192 -0.47487 3.35741
O 0.56308 -3.53687 4.07041
C 1.26208 2.53713 2.99041
C 4.57008 0.16613 2.11641
H -2.48592 -3.92387 0.89541
C -1.31692 -0.63087 -5.01059
H -3.35192 1.49013 0.76241
C -4.69992 0.02813 0.82741
H 1.00708 3.78913 4.86141
C 0.49508 -4.65787 0.54341
O 3.43308 -0.42687 1.57041
O -3.52992 0.72513 -2.48559
C 1.11908 -2.29987 3.70041
H 0.67908 -1.34387 1.30941
H 4.31408 0.89413 2.85541
H 3.03608 0.02013 0.82941
N 1.63008 -3.93387 0.63941
H -2.34592 3.01713 -1.99859
C -1.55992 3.30813 -2.75259
O -2.83992 -5.24287 2.51041
H 1.91108 -3.73987 -0.31059
O -1.99892 0.56913 -4.73659
H 0.30208 -4.44887 2.64941
H -4.07192 -0.82787 1.05241
H 0.65108 -1.48387 5.47841
H 5.24308 -0.53487 2.56841
H -2.31592 0.54013 -3.83459
H 0.64108 0.15813 -4.36259
C 0.17608 0.07213 -0.00759
N -1.97392 1.93013 1.34341
N 1.63108 -2.06787 2.51641
H -0.24592 -0.75887 -3.06559
H -4.43392 0.13813 -4.16659
N -1.67492 0.13213 2.55041
H -1.98192 2.92213 1.33441
C -2.83592 -3.98387 1.88441
H -1.93392 2.79813 -3.68859
H 2.89908 2.74613 -3.49459
N -0.06092 -1.01887 0.67041
N 0.02608 -4.94887 1.75541
H -3.85392 0.94013 -1.59259
O 4.16608 1.20813 -2.93459
C -2.15992 1.38613 2.53141
H -5.49092 -0.19287 0.15641
H -3.24092 -5.11787 3.39641
C -1.83592 -2.52987 -1.65959
H -5.61692 0.49913 -2.87159
C 0.98108 4.42313 0.03641
H 1.44808 -0.43687 4.21141
O 2.24808 -2.97287 -2.00159
H 2.28208 -1.32587 2.36041
H -0.77792 1.22013 -1.31759
H -1.53292 4.42013 -2.78459
H 3.90808 -1.72187 -1.60959
H 1.62008 -2.85187 1.79741
H 0.16508 2.70713 -3.26159
H 4.13008 1.45813 -0.27659
C -0.04992 -0.71687 -4.17559
N 1.12808 -1.36087 4.55841
H -4.64092 -1.08687 -2.89459
O -0.38092 4.42213 -0.13659
H -2.07092 -3.31987 2.36641
H 2.52908 -2.97487 -2.92359
H 0.53008 -1.55287 -4.47659
H 2.18808 1.45813 -2.47559
H -0.79892 -1.68187 0.49141
H -3.78892 -3.39587 1.84441
H 3.26108 2.66213 0.67041
C 2.80808 -1.74487 -1.58259
H -1.51592 1.44013 0.51341
H -1.91892 -1.55387 -4.85359
O -0.28892 2.76713 -2.43459
O -2.34992 -1.90687 -0.46159
H 5.16208 0.70213 1.35441
C 2.89408 1.69313 -3.33159
H 2.57308 1.16213 -4.22159
N -0.83892 0.43113 -0.64359
C 0.66508 3.72413 3.79641
H -2.25092 -2.04087 -2.54559
C 4.09008 2.53513 -0.04559
O -0.03492 -5.10787 -0.59959

Values from the calculation:
frontier orbital gap	9.5	eV
ΔE to the lowest compared entry with this formula, charge and spin	0.0	kcal/mol
LUMO level	0.28	eV


C18H6Cl5IN3Rh | the ωB97M-V functional and the def2-TZVPD basis

Positions of all 34 atoms, in Å:
C -1.60197 -4.43365 0.98132
C 1.93811 3.19993 -2.71284
H 2.75558 3.29670 -3.41582
N 3.42313 1.55658 4.96102
H 2.77807 -1.28980 -2.23958
Cl -5.30616 -3.25606 -0.00443
H 1.37185 5.25185 -2.82394
C 2.45531 0.79882 -2.49889
C 1.13822 -0.57476 -1.03154
C 0.37173 0.50029 -0.63911
C -0.14787 2.92886 -0.91866
Cl -3.71658 -0.52637 0.33448
N -0.12238 0.33026 2.76869
Rh -0.88958 -0.01387 0.95616
C 0.62305 1.77893 -1.21383
N 0.96561 1.28448 4.72866
H -0.50180 5.00768 -1.23281
C -3.64568 -3.25980 0.41893
I -1.75028 2.71168 0.41124
C 2.28829 1.40625 4.81574
C 0.10669 4.14811 -1.47898
C 2.18808 -0.42657 -1.96154
C 1.17235 4.28340 -2.38686
Cl 0.72536 -3.17640 1.56897
H 3.26093 0.92469 -3.21148
Cl -3.77564 -5.95151 0.45206
C -2.95479 -4.45482 0.62934
Cl -0.76530 -5.90970 1.24534
C -1.60016 -2.01234 0.89820
C 0.45979 0.79592 3.68174
C -0.94370 -3.21265 1.11446
C 1.67992 1.93201 -2.14532
C -2.93663 -2.07859 0.56605
H 0.95649 -1.55954 -0.61678

Values from the calculation:
multiplicity	5
frontier orbital gap (spin up / spin down)	8.1 / 5.8	eV
LUMO level (spin up / spin down)	-0.33 / -3.24	eV
expectation value of S²	6.0199


C18H72N21O21 | the ωB97M-V functional and the def2-TZVPD basis

Positions of all 132 atoms, in Å:
C 0.30297 -2.57251 5.47073
H 0.58085 2.38344 2.50966
O -0.67230 2.58838 7.01191
H -4.29130 3.68762 4.50465
H 2.10915 -0.43746 -2.17752
H -0.49585 3.89971 -2.73585
H -0.53580 2.25884 1.20215
C 5.61910 1.45931 -0.37624
O 4.47497 1.55958 -1.11194
O 3.19488 3.64312 -0.34233
H 1.63679 5.30494 0.92405
H 1.66376 -3.57210 -2.45379
H -1.74962 3.51475 0.76688
H -2.23774 -1.41537 -7.85947
H -1.91093 0.31379 -7.42568
H -1.52179 2.03818 4.65920
N -0.60879 -1.80737 5.76999
H 3.46789 -0.84688 1.86186
H -3.42217 -0.46840 -6.96415
H 2.10867 -4.16455 0.25622
N 0.72801 -3.30226 6.53871
C 2.83285 4.80505 -0.67088
H 5.38631 1.34419 0.68237
O -3.80453 -3.16025 -1.70858
H 3.48683 1.77133 -3.77482
N 2.45389 0.96419 1.22519
C -0.07634 2.14018 6.08667
O 2.25952 -4.09312 2.40016
H 2.80688 6.36864 -1.84374
H -1.35257 -3.75710 -0.16936
H -2.57136 1.74116 -0.87644
H -2.50590 -1.94879 -0.76145
N 2.98255 -0.87011 -1.91279
O -0.88519 0.82246 -0.36574
C 2.28183 0.58572 2.47256
O 3.86640 -2.93231 -1.69701
H 2.10692 -2.58418 0.81720
O -2.86282 -1.84540 3.55248
H 1.72646 3.04576 -4.08977
N 1.99337 5.51922 0.00370
N -3.36003 -2.83755 -4.62031
O 0.28067 5.01461 2.57458
H -1.22176 -3.03016 2.45280
H -3.52938 -2.86573 -3.62501
O -3.84945 2.66474 1.01135
H -5.78493 0.94511 -0.71960
H 1.06364 -1.89764 -2.41440
H 3.91073 2.31531 -0.93274
H -4.41178 -5.68327 -4.90513
N -0.50581 2.93167 -3.02378
C -4.24775 1.88895 0.14197
H -2.76279 -2.13232 -5.02782
H 6.39489 -3.14409 0.85028
H 1.96749 -3.64044 3.19476
H -3.24159 -3.75011 -1.20185
H 3.30705 1.13365 -5.38844
H 4.36999 -2.28589 0.08763
H 7.03166 -1.51237 0.87022
H 2.04501 0.77673 -4.21991
H 1.60585 1.26835 5.43636
H -1.02237 0.65870 -3.26070
C -3.36012 3.12116 4.51483
C -1.43072 -4.79025 -0.50787
O -3.18586 -4.21748 -6.42194
O 0.09536 -1.10961 -0.25844
N -0.08590 2.83441 1.89960
H -3.59022 2.42022 2.72123
N 3.31088 5.51199 -1.66418
N -2.82000 -0.43365 1.88696
C -3.52917 -3.93783 -5.31839
H -3.91105 1.04049 -1.68260
N -5.49118 1.51309 0.06219
C 2.98097 -2.20770 -2.01831
C -2.31150 -1.44298 2.55320
H -1.28900 -4.74405 -1.58762
C -1.16573 2.54687 -4.05327
C 1.81984 -3.58678 1.13420
H -1.05165 -1.72334 6.67382
H -3.37176 2.70098 5.52052
N -0.14966 -0.02467 -0.85066
H 3.91608 5.03527 -2.31731
C 6.25746 -2.14517 0.43631
H -2.67570 -5.52821 0.79507
N 3.00899 -0.44777 2.66822
H -3.73671 -0.05768 2.08285
O 0.35235 0.24432 -1.94082
H 3.83003 -0.37873 -1.66693
H -2.50430 3.76451 4.31044
N -4.11476 -4.77589 -4.57568
N -0.55100 1.87708 4.88662
H -4.31959 -4.41662 -3.65424
H 0.73767 -3.58240 1.26448
N -1.29102 1.25738 -4.02850
N -1.36128 -2.12154 2.03442
H -0.55435 -5.31454 -0.12682
H 1.64137 1.83668 7.08065
H -4.11977 -1.59060 -0.24136
C -0.29920 4.13594 1.94311
H -1.74917 5.21104 1.06001
N 1.81035 -2.57347 -2.49038
H -2.30473 0.06705 1.17710
H -1.57049 0.80556 -4.88748
H -0.92983 -1.71839 1.21502
H 2.08118 1.82760 0.85683
H 1.48501 -3.96036 6.42070
N 1.13265 1.69588 6.21956
O -3.36902 2.05563 3.58132
H 2.89104 0.36087 0.54328
H -0.16478 2.18568 -2.43447
O 4.88297 -1.74103 0.68895
H -0.70328 -1.27100 -6.21602
C -2.35451 -0.63103 -7.11162
H 1.95285 6.50914 -0.19262
O 0.92435 -2.50106 4.46884
C -3.53361 -1.87154 -1.11634
N -1.29738 4.31615 1.18320
O -1.63061 -1.11429 -6.02339
H -3.49620 -1.09839 -1.88377
H 2.81187 -0.88751 3.55585
C 2.75031 1.54163 -4.54482
N -3.56444 1.55737 -0.88712
H 6.30227 2.30039 -0.49437
O -2.69282 -5.39930 -0.15608
H 0.07654 1.42423 4.23762
H 6.25018 0.61315 -0.64801
O -1.62179 3.23048 -5.03455
H 0.08494 -3.63455 7.24309
H -6.19257 2.04939 0.55265
O 1.74487 1.20751 3.37738
H -0.77120 -1.09369 5.07402
H 6.45702 -2.22611 -0.63221
O 2.02302 2.70043 -4.93499

Values from the calculation:
charge	-1
frontier orbital gap	8.8	eV
LUMO level	1.95	eV


C18H79BO29 | the ωB97M-V functional and the def2-TZVPD basis

Positions of all 127 atoms, in Å:
C 4.16096 1.27376 0.42888
H 1.85051 -2.25612 3.65734
H 9.12981 -3.21917 -4.91120
O -4.07955 -1.02476 5.18334
B -5.18533 -0.84387 0.92754
H -5.96911 -2.03577 -0.40277
H 1.93459 -0.11794 2.46728
H -10.85834 -0.32466 -3.98188
H 1.38093 2.90476 2.70370
C -3.82806 -0.63128 0.06885
H 5.73169 4.41207 -3.62849
O 5.44260 5.02850 -4.31530
H 2.54040 -6.75158 -0.93173
O -2.59104 -0.45140 -2.09447
H 8.16515 -5.58065 -5.93812
O -0.14490 2.79677 -0.36974
H -5.31986 -1.46529 3.10149
H 3.51991 -4.06493 -0.11630
C 3.35422 -3.73852 0.95694
H 3.76133 5.01696 0.57486
H -3.43079 -3.61761 3.16874
O -9.88134 1.79445 -0.59882
O 4.16142 3.44165 -6.28003
H 4.37601 4.01617 -5.52786
H 7.41494 -3.48058 -0.72435
H -2.65515 0.01626 2.69500
C -0.69773 0.85151 1.82072
H 0.75992 -3.62644 4.38224
H -4.78879 0.35730 2.89091
C -3.87440 -0.68286 -1.50995
H 1.68709 2.08767 4.30593
O 6.58835 -3.97552 -0.76124
H 5.91318 -0.08738 0.24456
H -0.76070 4.71891 1.78225
C 4.85550 -0.13814 0.70216
O -9.21933 4.29812 -2.21029
O -11.40912 0.59800 -6.59137
H -1.13779 1.76801 1.29809
H 5.55414 3.42487 3.91147
H 2.56172 -3.91673 3.91348
H 1.97512 -1.92305 0.57855
H 4.62188 6.38168 3.78213
H -0.06699 2.24965 -1.16220
H -1.39360 -1.22641 2.25046
H 4.80286 6.16606 -2.54692
C 2.15311 -4.58044 1.63945
H 2.22979 2.45087 0.73994
C 4.13943 -1.37998 -0.03729
H 4.29553 -3.95049 1.58264
H -0.39300 -2.48051 -0.60789
H -9.34245 -0.09821 -1.44207
H -3.08886 -2.30962 3.86877
H 5.55810 6.47778 -1.26123
H -6.50931 -0.17933 2.59690
H -0.24606 0.44052 4.05194
O -8.80366 -0.86359 -1.68536
H 3.55501 2.78863 -5.91209
H 0.08241 0.40555 1.12170
H 3.00721 4.70499 -0.70597
H 4.12028 1.39879 -0.71605
H -10.58655 0.86418 -7.01768
H 6.68370 -4.52904 -1.54789
H -4.90528 -0.67619 5.54057
H -9.24493 3.43155 -1.78006
H 5.74884 -5.76591 -4.30895
C -2.47054 -0.39844 0.43245
O 1.16186 -3.77056 2.30586
H 2.02950 0.69255 0.23217
C 1.35023 1.88641 3.22227
H 3.39640 0.81816 3.02550
O -6.34021 -1.35583 0.20561
C -5.40664 -0.50541 2.49029
O 5.97990 -5.68839 -3.37457
H 2.60724 -5.37732 2.33787
H -9.70119 -1.18037 -3.48683
H 3.25111 -1.74770 1.97429
O 0.20825 -3.16917 -0.30248
O 2.56442 -5.89536 -1.37567
O -2.71259 -2.98438 3.28875
C -1.71974 -0.34230 -0.96183
H 5.01337 -0.32426 1.81479
O 7.33641 -6.07808 -5.97297
C -0.14164 1.26128 3.25756
H 4.98070 -2.16240 -0.20496
O 4.83349 5.94177 -1.60684
H -9.26230 1.70300 0.13987
H -9.06080 -3.13812 -0.87954
C -1.89111 -0.25360 1.90160
H -1.12546 4.78920 3.25786
O 6.84523 5.44441 0.14476
O 5.43930 3.25579 2.96925
C 2.63550 1.37877 0.93014
H -7.05687 2.56088 1.86354
O -7.98546 2.31960 1.76234
O -0.51385 -0.23249 -1.21938
H 0.68638 3.28793 -0.34095
O -0.48473 4.39966 2.65084
H -9.81497 -3.43008 -2.16367
H -4.09336 -1.95698 5.43694
H -10.14696 4.54944 -2.28847
O 9.01559 -3.38943 -5.85398
H 4.73001 2.17436 0.82435
H -8.18495 -0.95778 -0.94964
H 3.89291 6.89623 2.55031
H -0.81214 2.12461 3.62226
C 2.40879 0.93235 2.45280
H 7.66216 5.66231 0.60893
H -11.12745 -0.02776 -5.91192
H 7.42790 -6.63026 -6.75800
O -10.31995 -1.08783 -4.22525
H 4.82491 3.94518 2.68096
O -4.80257 -0.84808 -2.31072
H 6.46431 4.72617 0.66703
O 4.50762 6.21074 2.83964
H -8.28727 2.16401 2.66554
C 3.04917 -2.13749 0.90974
H -10.42109 2.55675 -0.35729
H 1.63436 -5.64591 -1.45445
H 3.70823 -1.11925 -1.05584
H 0.32076 -2.98411 0.64443
C 1.59245 -3.37910 3.64036
O -9.78737 -3.66475 -1.22868
H 6.26233 5.29753 -4.74847
H 8.40491 -2.70097 -6.14329
H 5.36475 -6.28467 -2.93043
O 3.03675 4.48043 0.23214
H 1.63843 -5.18288 0.80978

Values from the calculation:
frontier orbital gap	7.8	eV
LUMO level	-1.47	eV


One value per record, in order, for electronic energy: -2368.30077, -3562.83810, -3459.12232, -2939.93520 hartree.